Record 1
Entry from the Open Molecules 2025 dataset: C17H19ClF5N6NiO4S2 as an isolated structure at a distorted geometry (ωB97M-V/def2-TZVPD).

The net charge is -1. The value obtained for the max |F| is 1.38 eV/Å. As for the spin multiplicity: 3. The calculation puts the orbital gap (spin up / spin down) at 5.607 / 5.572 eV. For the HOMO energy (spin up / spin down), the calculation gives -4.54 / -4.51 eV. The value obtained for the total energy is -4552.6782 a.u. As for the energy relative to the best compared isomer or geometry (same formula, charge and spin): 16.5 kcal/mol.

XYZ file:
```
55
Properties=species:S:1:pos:R:3:nbo_charge:R:1
Ni -0.30560 0.12574 -0.36037 1.353
S -2.19629 -1.60572 0.39997 -0.380
C -2.27411 -1.87521 -1.28840 -0.199
S -1.11744 -1.01044 -2.22389 -0.300
C -3.19985 -2.72197 -1.87160 -0.495
C -3.27477 -2.89513 -3.28402 0.324
N -3.35985 -3.04634 -4.42291 -0.395
C -4.11980 -3.47251 -1.08360 0.332
N -4.85714 -4.09460 -0.45388 -0.405
C 2.11302 -0.00863 3.57151 -0.238
C 1.73068 0.22031 2.10107 -0.308
N 0.46437 -0.46166 1.80408 -0.475
C -0.51625 -0.12780 2.83591 -0.282
C -0.12126 -0.81972 4.15181 -0.240
N 1.32935 -1.20284 4.03488 -0.337
C 1.48935 -2.31466 3.02985 -0.242
C 0.68507 -1.91266 1.79088 -0.295
H 1.83670 0.81446 4.23127 0.212
H 3.17050 -0.24273 3.69897 0.223
H 2.49347 -0.18260 1.43791 0.280
H 1.61836 1.28525 1.91475 0.268
H -1.49983 -0.46820 2.51817 0.268
H -0.55400 0.95427 2.94661 0.255
H -0.67267 -1.74235 4.33295 0.220
H -0.20932 -0.16599 5.02020 0.218
H 1.67395 -1.51064 4.94238 0.424
H 1.11657 -3.22572 3.49884 0.217
H 2.55750 -2.40725 2.83400 0.235
H -0.28754 -2.40137 1.76063 0.259
H 1.22857 -2.18883 0.89325 0.281
O -1.51656 3.90551 0.31661 -0.824
Cl -1.33076 2.72649 1.10458 2.538
O 0.09128 2.51039 1.35516 -0.897
O -2.02620 2.82260 2.35374 -0.841
O -1.84377 1.54029 0.36765 -0.888
N 1.06878 5.31853 -3.40691 -0.789
C 0.81069 4.11072 -2.79111 0.227
C 1.77545 3.48780 -1.99980 -0.315
C 1.47380 2.28126 -1.41114 0.092
N 0.30264 1.65691 -1.56591 -0.595
C -0.61766 2.25270 -2.33179 0.107
C -0.40467 3.45561 -2.96435 -0.317
H 1.80057 5.87455 -2.99492 0.380
H 0.26254 5.85748 -3.68316 0.382
H 2.74383 3.93700 -1.83667 0.212
H 2.20065 1.77899 -0.78512 0.225
H -1.55536 1.72325 -2.43146 0.236
H -1.19199 3.88771 -3.56488 0.216
F 1.84213 -0.67702 -0.67169 -0.494
C 3.10080 -1.45868 -0.84235 0.204
F 3.36883 -1.80823 0.52959 -0.456
C 4.05661 -0.27466 -1.01261 0.855
F 5.33860 -0.68736 -0.96542 -0.338
F 3.95954 0.71702 -0.06757 -0.372
F 3.87360 0.33452 -2.19379 -0.330
```



Record 2
Entry from the Open Molecules 2025 dataset: one molecule with the formula C17H19ClN4O5S at a distorted geometry (ωB97M-V/def2-TZVPD).

The value obtained for the max |F| is 1.03 eV/Å. The SMILES is COc1ccc(NS(=O)(=O)c2cccc(C(=O)NNC(=O)NCCCl)c2)cc1. The calculation puts the orbital gap at 8.562 eV. For the HOMO energy, the calculation gives -8.29 eV. The value obtained for the total energy is -2112.8306 a.u.

XYZ file:
```
47
Properties=species:S:1:pos:R:3:nbo_charge:R:1
C -2.68281 -2.41964 2.10459 -0.264
O -2.37504 -2.44088 0.72735 -0.505
C -1.07565 -2.25796 0.36092 0.294
C -0.02449 -2.00013 1.23556 -0.297
C 1.26888 -1.86295 0.75914 -0.197
C 1.53848 -1.97675 -0.59918 0.098
N 2.84082 -1.83366 -1.08243 -0.858
S 4.10143 -1.05776 -0.32040 2.321
O 4.36048 -1.65998 0.95095 -0.923
O 5.15097 -1.02391 -1.29279 -0.929
C 3.52760 0.61891 -0.00150 -0.316
C 4.37250 1.46044 0.69933 -0.171
C 3.95600 2.74879 0.99695 -0.200
C 2.68478 3.16863 0.63898 -0.176
C 1.82951 2.30465 -0.03501 -0.060
C 0.43214 2.71063 -0.35135 0.623
O 0.07642 3.82149 -0.69302 -0.619
N -0.43050 1.66227 -0.27705 -0.446
N -1.80183 1.84685 -0.48051 -0.475
C -2.62565 1.30388 0.49124 0.775
O -2.18008 0.59805 1.37483 -0.675
N -3.94505 1.59622 0.32674 -0.625
C -4.93596 0.76819 0.97577 -0.240
C -5.21898 -0.50853 0.19019 -0.383
Cl -5.85427 -0.09917 -1.42980 -0.086
C 2.27380 1.03273 -0.38994 -0.204
C 0.48341 -2.21676 -1.47885 -0.230
C -0.80356 -2.35713 -1.00428 -0.238
H -3.74410 -2.65464 2.17340 0.192
H -2.49546 -1.42939 2.52684 0.205
H -2.11038 -3.17511 2.65069 0.178
H -0.19770 -1.90123 2.29411 0.229
H 2.08318 -1.68410 1.44223 0.235
H 2.96166 -1.88716 -2.08043 0.425
H 5.34260 1.09502 0.99571 0.239
H 4.61690 3.42078 1.52229 0.226
H 2.33750 4.16050 0.88538 0.236
H -0.24600 0.83518 0.28087 0.434
H -1.99198 2.75887 -0.88276 0.419
H -4.22645 1.98661 -0.56081 0.402
H -5.84954 1.35333 1.09912 0.211
H -4.53946 0.49447 1.95654 0.236
H -5.97466 -1.11519 0.68708 0.219
H -4.30541 -1.08515 0.04192 0.237
H 1.63715 0.38603 -0.97009 0.240
H 0.67871 -2.30313 -2.53778 0.213
H -1.61990 -2.55361 -1.68109 0.229
```



Record 3
Entry from the Open Molecules 2025 dataset: a 3-piece molecular cluster, C17H19F5NO5S overall at a distorted geometry (ωB97M-V/def2-TZVPD).

The net charge is -1. The value obtained for the max |F| is 8.86 eV/Å. The calculation puts the orbital gap at 8.503 eV. For the HOMO energy, the calculation gives -5.81 eV. The value obtained for the total energy is -1987.4939 a.u.

XYZ file:
```
48
Properties=species:S:1:pos:R:3:nbo_charge:R:1
O 1.18055 1.09338 1.56262 -0.923
S 0.24070 0.81195 0.33007 1.945
O -0.95850 -0.02907 0.91595 -0.918
N -0.25724 2.36560 -0.29380 -0.841
C -1.65334 2.32220 -0.89110 0.052
O -2.74496 2.28859 0.09444 -0.564
C -4.06717 2.15159 -0.53574 0.216
O -4.22008 0.97921 -1.41468 -0.570
C -4.07708 -0.28974 -0.68425 -0.119
C -3.29142 -1.35499 -1.68272 -0.086
O -2.98554 -0.79500 -3.00850 -0.739
C 1.14924 -0.27834 -0.89834 0.740
F 2.57763 0.13338 -1.13084 -0.339
F 0.40916 -0.34888 -2.21151 -0.358
F 1.22988 -1.67530 -0.32966 -0.351
H -1.77462 3.34054 -1.50122 0.163
H -1.66815 1.45870 -1.68103 0.154
H -4.84919 1.99643 0.35312 0.156
H -4.43672 3.11254 -1.11273 0.165
H -3.56733 -0.17444 0.37316 0.235
H -5.17710 -0.73607 -0.56031 0.156
H -2.29301 -1.76099 -1.19764 0.192
H -3.98924 -2.30415 -1.84358 0.168
H -2.12599 -0.25666 -3.00123 0.480
F 0.58440 -5.84905 -4.83859 -0.325
C 1.19881 -5.72658 -3.65448 0.397
C 1.48997 -4.45893 -3.16259 -0.284
C 2.12507 -4.33080 -1.92736 -0.183
C 2.47207 -5.47334 -1.20213 -0.231
C 2.18010 -6.74146 -1.70667 -0.199
C 1.53504 -6.86890 -2.93659 -0.298
H 1.22040 -3.58314 -3.74378 0.234
H 2.35009 -3.34401 -1.53042 0.240
H 2.97143 -5.37304 -0.24080 0.216
H 2.45483 -7.62935 -1.14233 0.211
H 1.29255 -7.84664 -3.33950 0.220
F 2.10099 6.96850 2.85564 -0.332
C 2.11196 5.79232 3.49681 0.391
C 1.66509 4.65092 2.84019 -0.282
C 1.68116 3.42517 3.50567 -0.179
C 2.13418 3.35643 4.82545 -0.237
C 2.57595 4.50858 5.47762 -0.207
C 2.57023 5.73204 4.80818 -0.310
H 1.30894 4.72503 1.81788 0.243
H 1.34118 2.52562 2.99854 0.277
H 2.14235 2.40095 5.34561 0.210
H 2.92424 4.45333 6.50618 0.204
H 2.91848 6.63587 5.29699 0.213
```



Record 4
Entry from the Open Molecules 2025 dataset: C17H19F8FeN4PSb2Se4 as an isolated structure at a distorted geometry (ωB97M-V/def2-TZVPD).

The value obtained for the max |F| is 1.73 eV/Å. As for the spin multiplicity: 5. The calculation puts the orbital gap (spin up / spin down) at 6.206 / 5.501 eV. For the HOMO energy (spin up / spin down), the calculation gives -7.61 / -7.53 eV. The value obtained for the total energy is -13368.6120 a.u.

XYZ file:
```
56
Properties=species:S:1:pos:R:3:nbo_charge:R:1
Fe 1.22602 0.83924 0.46778 0.911
Se 1.60312 6.58694 -1.42527 -0.246
Sb 0.24528 4.96848 -0.13384 0.722
Se 2.31726 2.55493 1.62113 -0.195
Se 1.88283 2.79482 -0.68170 -0.222
Se -1.82477 4.66824 -1.38388 -0.845
F -0.67335 -1.31630 5.01158 -0.322
C 0.23484 -1.37609 4.01825 0.426
C 0.22966 -0.40348 3.03827 -0.370
C 1.15682 -0.46039 1.99775 -0.215
C 2.10977 -1.48508 1.97592 -0.154
C 2.05936 -2.43529 2.98766 0.435
F 2.96056 -3.43838 3.01568 -0.323
C 1.13475 -2.41687 4.01299 -0.363
C 3.16186 -1.41467 0.92047 0.197
C 4.10764 -2.38875 0.64347 -0.235
C 5.06586 -2.13322 -0.32722 -0.132
C 5.08142 -0.91010 -0.96799 -0.247
C 4.09982 0.00769 -0.64117 0.094
N 3.15060 -0.24830 0.25382 -0.519
H -0.48364 0.40851 3.13124 0.216
H 1.13505 -3.18218 4.77590 0.250
H 4.09715 -3.33160 1.16419 0.240
H 5.80352 -2.88948 -0.56459 0.223
H 5.81506 -0.66789 -1.72372 0.233
H 4.06123 0.98121 -1.11000 0.220
F 0.93569 -0.49727 -1.34308 -0.715
Sb 1.18898 -0.61407 -3.25768 3.193
F -0.51853 -1.40689 -3.23140 -0.698
F 2.09375 -2.19959 -2.88541 -0.667
F 1.27970 -0.87204 -5.11095 -0.666
F 2.80145 0.33966 -3.21204 -0.674
F 0.33046 1.04283 -3.35643 -0.685
C -3.46848 -0.62713 -1.45651 -0.059
N -3.14093 0.84383 -1.67054 -0.381
C -3.98666 1.70097 -0.72340 -0.071
N -3.79586 1.28549 0.62875 -0.437
C -4.11271 -0.13382 0.77909 -0.071
N -3.29288 -0.98686 -0.08415 -0.438
C -1.88325 -0.99398 0.35181 -0.535
P -1.15586 0.70210 0.26983 0.856
C -1.66703 1.08117 -1.44405 -0.603
C -2.46738 1.64139 1.16361 -0.533
H -2.80677 -1.19622 -2.10624 0.247
H -4.50603 -0.76630 -1.75720 0.211
H -3.35021 1.11081 -2.63288 0.437
H -5.02328 1.55613 -1.02581 0.208
H -3.67311 2.73129 -0.86872 0.270
H -5.16239 -0.28542 0.52533 0.208
H -3.95528 -0.42597 1.81527 0.217
H -1.28943 -1.65887 -0.27484 0.260
H -1.83237 -1.36772 1.37299 0.246
H -1.12487 0.44244 -2.13221 0.285
H -1.44690 2.12473 -1.67079 0.307
H -2.28574 2.70732 1.03285 0.273
H -2.44182 1.40996 2.22804 0.237
```



Among the records above, which one has the highest max |F|?
C17H19F5NO5S